Formula: C31H48GeIN4O2SeSi2V
Source: the Open Molecules 2025 dataset
Level of theory: wB97M-V/def2-TZVPD

CARTESIAN COORDINATES (ANGSTROEM)
V 0.56618 -0.28935 -0.87157
C 0.18962 4.15687 -1.91910
C 0.70601 3.68933 -0.59172
N 0.98698 4.61591 0.29307
C 1.43250 4.24917 1.49790
C 1.73046 2.95813 1.84677
C 2.09917 2.64226 3.27153
O 1.06618 1.93971 3.93922
C 1.50072 1.90661 0.89572
C 1.90425 0.59517 1.22073
N 1.61733 -0.58178 0.63961
C 2.00222 -1.70760 1.36758
C 1.99438 -1.64377 2.77929
C 2.41391 -2.67966 3.58262
C 2.86497 -3.85800 3.01007
C 2.79560 -3.99249 1.63623
C 2.35764 -2.95345 0.82577
I 2.17763 -3.43682 -1.22887
C 0.87804 2.29475 -0.34248
O 0.48784 1.41884 -1.20206
H -0.62087 4.86662 -1.77989
H -0.15288 3.31672 -2.51697
H 0.98732 4.67035 -2.45386
H 1.55363 5.05572 2.20874
H 2.22143 3.57202 3.82818
H 3.04783 2.08251 3.34125
H 0.71197 1.26660 3.34144
H 2.59711 0.53877 2.05918
H 1.59817 -0.75806 3.25279
H 2.37420 -2.56246 4.65497
H 3.22600 -4.66984 3.62043
H 3.08333 -4.92486 1.17308
C -1.46996 -4.53416 -0.68602
Si -1.70165 -2.66814 -0.30432
C -1.24701 -2.53528 1.54935
C -3.58888 -2.27796 -0.38562
N -0.67239 -1.66041 -1.30874
C -0.65732 -1.83449 -2.66957
C -1.61877 -2.52547 -3.40614
C -1.47206 -2.72630 -4.76611
C -0.37374 -2.19933 -5.42619
C 0.57276 -1.47048 -4.73208
C 0.47196 -1.27741 -3.35015
N 1.36940 -0.62947 -2.55518
Si 2.94302 0.03440 -2.96830
C 4.28738 -0.64900 -1.77919
C 2.94741 1.94334 -2.78092
C 3.66309 -0.28203 -4.71095
H -2.22010 -5.10482 -0.14689
H -0.49381 -4.88738 -0.36530
H -1.56581 -4.76922 -1.73973
H -1.75519 -3.32542 2.09077
H -1.55709 -1.58807 1.98253
H -0.18656 -2.65994 1.72492
H -4.10566 -2.83260 0.39347
H -4.04269 -2.54769 -1.33274
H -3.78781 -1.22413 -0.21429
H -2.47839 -2.92944 -2.89902
H -2.20654 -3.30525 -5.30618
H -0.24911 -2.36165 -6.48611
H 1.41282 -1.06047 -5.26390
H 3.96948 -0.67352 -0.73905
H 5.17326 -0.02243 -1.83532
H 4.58870 -1.65340 -2.06155
H 2.97154 2.24710 -1.73827
H 2.07224 2.38742 -3.24422
H 3.82122 2.37262 -3.26094
H 3.67275 -1.33199 -4.97564
H 4.69054 0.06500 -4.71792
H 3.13734 0.26582 -5.48517
C -2.32553 0.93057 4.32882
Ge -3.35314 2.00227 3.01686
C -4.01466 3.71739 3.78089
C -4.88347 0.96782 2.28703
C -2.07500 2.35770 1.51150
Se -1.73705 0.68480 0.52090
C -2.49948 1.26951 -1.16036
H -2.94751 0.60617 5.15730
H -1.49532 1.50950 4.72464
H -1.92409 0.04817 3.83516
H -4.73884 3.52182 4.56589
H -4.50001 4.31422 3.01389
H -3.19970 4.29603 4.20450
H -5.62030 0.77635 3.06156
H -4.54038 0.01509 1.89464
H -5.37086 1.51498 1.48538
H -1.12714 2.73575 1.88997
H -2.46900 3.07118 0.79103
H -3.57174 1.41192 -1.03408
H -2.29985 0.49955 -1.90539
H -2.02016 2.20293 -1.44906

Output
E_LUMO (spin up / spin down), eV: -1.205 / -1.488
Expectation value of S²: 2.0416
Multiplicity: 3
Energy above the lowest of the compared OMol25 structures with the same formula, charge and spin, kJ/mol: 0.0
Calculated total energy, Eh: -7878.70702

Formula: C31H49Cl4N4O2
Source: the Open Molecules 2025 dataset
Level of theory: wB97M-V/def2-TZVPD

CARTESIAN COORDINATES (ANGSTROEM)
C -5.21924 -3.77030 0.80347
C -4.07308 -3.40281 0.87363
N -2.73585 -2.92709 0.90269
C -1.72928 -4.01601 1.08816
C -0.92550 -4.32489 -0.25676
Cl -0.08538 -5.94807 -0.21259
C -1.75697 -4.08296 -1.58391
C -2.60132 -5.35793 -2.07262
C -3.36626 -6.10525 -0.91775
O -4.47723 -6.55986 -1.12286
N -2.58290 -2.82963 -1.55895
C -2.43243 -2.12913 -0.29058
N -2.08007 -0.88361 -0.21802
C -1.81805 -0.06242 -1.42155
C -2.90621 1.12388 -1.56852
C -2.24826 2.50164 -1.98259
C -1.36136 2.34086 -3.30572
C 0.19966 2.40740 -3.02279
C 1.05818 2.80049 -4.31639
C 2.36160 1.87427 -4.37180
C 3.21828 1.97066 -3.03267
C 3.32978 0.57351 -2.25518
C 4.78028 -0.04440 -2.41958
C 4.92371 -1.52728 -1.88858
C 4.66179 -1.66518 -0.31855
C -1.99903 -0.26175 1.13774
C -1.12086 1.05083 1.21467
C -1.06871 1.45789 2.77018
N -2.33754 2.23175 3.01131
C -2.24465 3.06409 4.23944
C -1.56239 2.28989 5.45187
C -2.37116 1.18558 6.04087
C -1.80907 0.38625 7.16543
C -0.45632 0.73746 7.63434
C 0.35880 1.83595 7.05894
C -0.20084 2.64437 5.95875
O 0.46740 3.72826 5.35876
H -6.25128 -4.13488 1.01337
H -0.95073 -3.60751 1.80985
H -2.15329 -4.92655 1.58659
H -0.07961 -3.56651 -0.27272
H -0.98925 -3.92561 -2.40714
H -3.39188 -5.05291 -2.82629
H -1.94080 -6.09570 -2.62534
H -2.94350 -6.30546 0.11821
H -3.57762 -3.05580 -1.71299
H -0.79495 0.42754 -1.40775
H -1.86702 -0.62799 -2.38609
H -3.54450 1.22746 -0.63860
H -3.61341 0.81843 -2.39606
H -3.09194 3.24568 -2.10801
H -1.56539 2.93978 -1.19824
H -1.60129 3.24011 -3.95597
H -1.61183 1.36603 -3.81049
H 0.59452 1.39427 -2.69655
H 0.41432 3.18671 -2.23579
H 0.44495 2.54524 -5.23577
H 1.38329 3.87909 -4.31708
H 2.99341 2.20152 -5.25808
H 2.05913 0.80140 -4.57854
H 4.25994 2.31489 -3.29025
H 2.79134 2.72143 -2.29879
H 2.50259 -0.14875 -2.53169
H 3.20539 0.80149 -1.14668
H 5.55948 0.58676 -1.88547
H 4.99573 -0.08034 -3.53561
H 4.29163 -2.26998 -2.45029
H 6.00287 -1.82708 -2.04763
H 5.16227 -0.85551 0.28424
H 5.11155 -2.65888 -0.01671
H 3.55669 -1.74538 -0.08164
H -3.05928 0.05465 1.39990
H -1.62924 -0.94764 1.94398
H -0.05905 0.90700 0.83706
H -1.56437 1.93796 0.69198
H -1.06825 0.51945 3.41291
H -0.15964 2.06277 3.02565
H -3.04692 1.51507 3.20511
H -1.70215 4.03453 4.02680
H -3.27076 3.36057 4.60665
H -3.39764 0.98031 5.63508
H -2.44508 -0.43192 7.60288
H -0.02167 0.13354 8.46910
H 1.39261 2.05530 7.44795
H 0.31704 3.63945 4.39677
C 7.41092 3.34780 -2.54627
Cl 7.88579 5.04434 -2.42646
Cl 6.40511 2.88735 -1.16667
Cl 6.55154 3.04056 -4.05740
H 8.31070 2.73951 -2.53732

Output
E_LUMO, eV: -3.976
Charge: +1
Calculated total energy, Eh: -3420.37368

Formula: C31H49ClN4O2P2
Source: the Open Molecules 2025 dataset
Level of theory: wB97M-V/def2-TZVPD

CARTESIAN COORDINATES (ANGSTROEM)
C 3.32558 -0.14381 1.92759
O 4.29287 0.31320 2.90768
C 4.78387 1.63905 2.58657
C 5.71909 1.68429 1.26786
C 5.17250 2.84433 0.27795
C 5.34139 2.38121 -1.27342
C 3.93611 2.46645 -2.05905
C 3.43007 1.00043 -2.48817
C 2.17022 0.48488 -1.57543
C 0.95230 0.25015 -2.59000
C -0.28360 -0.57366 -1.94718
C -0.07225 -2.05195 -1.45243
C 1.32931 -2.81974 -1.48916
C 2.09074 -2.78310 -2.90501
C 3.28247 -3.90280 -2.80043
Cl 4.91853 -3.02480 -2.99607
C -1.34786 -2.81684 -0.87929
C -1.32941 -4.33459 -0.37711
C -1.05137 -4.49898 1.20849
C 0.00724 -3.45819 1.81098
C -0.65315 -2.07368 2.31673
O -1.99696 -2.25971 2.86697
C -2.73889 -2.08601 -0.77560
P -4.25940 -2.98593 -0.03183
N -5.26153 -3.36128 -1.23328
C -2.94351 -0.58191 -1.24880
N -4.26566 -0.04109 -1.05754
C -4.23857 1.31582 -1.49189
C -3.04418 2.09930 -2.11171
P -3.25960 3.91986 -2.64165
C -1.52257 4.72045 -2.58719
C -4.26542 4.88358 -1.34475
N -1.76300 1.49975 -2.28067
C -1.70229 0.13423 -1.82992
H 2.73065 -0.99638 2.41219
H 2.55524 0.68135 1.66371
H 3.82285 -0.59448 0.98970
H 3.86077 2.33215 2.50721
H 5.43870 2.04367 3.45197
H 6.81479 1.88475 1.52886
H 5.67863 0.66727 0.72347
H 4.06038 3.02648 0.46378
H 5.71339 3.85242 0.41485
H 6.13660 3.04460 -1.77070
H 5.71847 1.30508 -1.33264
H 4.08693 3.09012 -3.01859
H 3.10473 3.00115 -1.46027
H 3.08793 1.07365 -3.59390
H 4.26520 0.19762 -2.47018
H 2.54752 -0.45173 -1.04451
H 1.90165 1.26044 -0.77000
H 0.64254 1.28452 -2.98026
H 1.24306 -0.34994 -3.53758
H 1.95928 -2.37638 -0.62163
H 1.22883 -3.94176 -1.21655
H 1.43958 -3.03604 -3.80619
H 2.65207 -1.77880 -3.01040
H 3.17820 -4.72721 -3.57998
H 3.29947 -4.29729 -1.71602
H -0.52954 -4.98536 -0.90596
H -2.32278 -4.89623 -0.57943
H -2.04836 -4.54574 1.77591
H -0.58032 -5.55152 1.33573
H 0.90921 -3.25543 1.13347
H 0.44612 -3.95825 2.76154
H -0.69298 -1.36246 1.41243
H 0.01723 -1.66490 3.15789
H -2.42504 -1.37812 2.74552
H -4.84527 -2.05359 0.90334
H -3.85582 -4.12935 0.75411
H -4.78361 -3.03539 -2.08882
H -5.22668 1.90255 -1.37106
H -1.08221 4.49845 -1.55361
H -1.65448 5.86818 -2.63831
H -0.86945 4.31519 -3.42928
H -5.31864 5.16265 -1.70022
H -4.28486 4.28387 -0.36942
H -3.70342 5.87486 -1.14461
C -5.58619 1.71670 4.39583
C -5.00396 1.10005 5.49396
C -3.68325 0.69337 5.39373
N -2.93176 0.85755 4.29264
C -3.52083 1.45578 3.24364
C -4.83277 1.90105 3.24549
H -6.61749 2.05021 4.43599
H -5.56307 0.93921 6.40726
H -3.18307 0.20953 6.22630
H -2.89220 1.57400 2.36610
H -5.25509 2.37892 2.37021

Output
E_LUMO, eV: -1.120
SMILES string: COCCCCCCCCc1c(CCCCl)c(CCCCO)c([PH2]=N)c2ncc(P(C)C)nc12.c1ccncc1
Calculated total energy, Eh: -2722.59948

Formula: C31H49IN4O9
Source: the Open Molecules 2025 dataset
Level of theory: wB97M-V/def2-TZVPD

CARTESIAN COORDINATES (ANGSTROEM)
C 3.72039 -2.54037 3.42359
C 4.20715 -2.08539 2.16026
C 4.38940 -1.04187 0.86562
C 2.94317 -0.65842 0.15368
C 1.63646 -0.89337 1.11373
C 0.34164 0.06179 0.66123
C -0.40413 -0.22240 -0.59476
C -0.12310 -1.45842 -1.63370
C -1.03182 -2.73543 -1.10369
C -1.16394 -3.96164 -2.18998
C -1.26937 -5.35893 -1.27629
O -0.06123 -5.88174 -0.92584
O -2.53974 -5.96066 -0.83018
C -3.30754 -5.04172 0.03162
C -2.69478 -4.86013 1.54637
C -1.66661 0.79386 -1.00341
O -1.94907 0.99523 -2.31673
C -2.50430 1.43930 0.25067
C -4.13708 1.72912 0.09149
C -4.87826 0.58224 1.04275
O -6.08516 0.72425 1.60260
C -1.77637 1.73052 1.54409
I -2.80188 2.60665 3.31889
C -0.14947 1.35446 1.60025
O 0.70825 2.04177 2.39835
H 3.20454 -2.88175 4.44473
H 5.03845 -0.10705 1.14647
H 5.02798 -1.65260 0.06285
H 2.91776 -1.27155 -0.85860
H 2.97052 0.48574 -0.17903
H 1.89367 -0.52975 2.22134
H 1.27187 -2.02461 1.13186
H -0.54225 -1.17891 -2.71579
H 1.00181 -1.73906 -1.78793
H -0.56040 -3.12092 -0.09213
H -2.09135 -2.30896 -0.85047
H -2.17744 -3.78736 -2.79549
H -0.22786 -3.95985 -2.90100
H -4.38760 -5.52820 0.17381
H -3.51391 -3.98238 -0.46348
H -3.45779 -4.20146 2.15296
H -2.61424 -5.88704 2.14053
H -1.65447 -4.28068 1.55951
H -4.37007 2.83331 0.45769
H -4.51153 1.56400 -1.01756
H -4.27981 -0.41827 1.28699
C 0.59737 4.67266 3.91444
N 1.34791 5.74577 4.53385
C 0.73076 6.50278 5.60341
C 2.62862 6.06980 4.13952
O 3.31649 6.96179 4.61923
H -0.31876 5.08501 3.48170
H 0.34119 3.93273 4.67815
H 1.17987 4.18789 3.12627
H 0.68726 7.55705 5.31389
H 1.34413 6.41023 6.50470
H -0.27861 6.13422 5.80519
H 3.00182 5.43312 3.32050
C -6.96529 5.66302 6.45562
N -5.60113 5.82442 5.99565
C -5.19113 7.10713 5.46231
C -4.68137 4.79878 6.04882
O -3.51656 4.86782 5.67819
H -7.64569 5.85691 5.62133
H -7.15579 6.38108 7.25841
H -7.13758 4.65074 6.83130
H -4.84843 6.97097 4.43215
H -4.36080 7.49265 6.06150
H -6.02176 7.81775 5.48334
H -5.09643 3.86869 6.47084
C 4.47913 -0.50284 -5.52275
N 4.73486 -1.07493 -4.21666
C 5.15311 -2.45894 -4.13021
C 4.59359 -0.34645 -3.05474
O 4.79302 -0.76733 -1.92247
H 3.68299 -1.07348 -6.00970
H 5.39256 -0.56389 -6.12131
H 4.17251 0.54356 -5.44173
H 4.42759 -3.01281 -3.52685
H 6.12910 -2.50562 -3.63790
H 5.22106 -2.90505 -5.12608
H 4.27214 0.69282 -3.23364
C 1.73684 -5.50171 -8.00097
N 2.48738 -4.42860 -7.38156
C 1.87023 -3.67159 -6.31200
C 3.76809 -4.10457 -7.77589
O 4.45596 -3.21258 -7.29618
H 0.82071 -5.08936 -8.43371
H 1.48066 -6.24164 -7.23726
H 2.31934 -5.98648 -8.78914
H 1.82673 -2.61732 -6.60152
H 2.48360 -3.76414 -5.41071
H 0.86086 -4.04015 -6.11021
H 4.14129 -4.74125 -8.59490

Output
E_LUMO, eV: -1.986
SMILES string: C#CCCCC1=C(CCCC(=O)OCC)C(=O)C(CC=O)=C(I)C1=O.CN(C)C=O.CN(C)C=O.CN(C)C=O.CN(C)C=O
Calculated total energy, Eh: -2403.86995

Formula: C31H49N8O5
Source: the Open Molecules 2025 dataset
Level of theory: wB97M-V/def2-TZVPD

CARTESIAN COORDINATES (ANGSTROEM)
C -1.70131 -1.53462 1.86441
C -1.07531 -0.54862 0.80541
C -0.44331 0.60438 1.59041
C 0.56369 1.45838 0.65841
C 1.51569 0.58938 0.07341
C 0.88569 -0.60262 -0.82559
N -0.04431 -1.33562 -0.05359
O -0.06231 -2.57962 -0.08459
C 2.08769 -1.57262 -1.24759
C 0.29669 0.04238 -2.04359
C -2.19431 -0.12062 -0.16759
H -0.76831 -1.91462 2.51141
H -2.03031 -2.27062 1.13841
H -2.43731 -1.35362 2.51341
H -0.01831 0.49338 2.41641
H -1.25531 1.50238 1.96541
H 0.97169 2.07638 1.43741
H 0.13369 2.08838 -0.02759
H 2.19869 0.12238 0.85941
H 2.13869 1.05638 -0.66459
H 2.53669 -2.04062 -0.36559
H 2.94769 -1.06362 -1.72859
H 1.84969 -2.35562 -1.80259
H -0.12131 -0.47862 -2.76459
H 1.11069 0.59838 -2.57359
H -0.38131 0.69938 -1.82359
H -2.09431 -0.62262 -1.04959
H -2.11431 1.01238 -0.43059
H -3.04131 -0.28462 0.01141
N -0.90531 -4.66262 -4.04859
C -1.22631 -5.15362 -5.33759
C -1.21631 -3.99462 -6.30159
C -0.80431 -2.80162 -5.42959
C -0.47831 -3.34562 -3.91959
H -0.83831 -5.44462 -3.37959
H -1.39131 -6.15662 -5.39759
H -1.34531 -3.78762 -7.37059
H -0.84931 -1.77862 -5.65159
H -0.21531 -2.98462 -2.88459
N -4.14731 0.79338 -2.91259
C -5.00931 1.54138 -2.14459
C -4.65831 3.02638 -2.25659
C -3.40731 3.07538 -3.09459
C -3.13631 1.60538 -3.54959
H -4.17331 -0.25462 -3.12359
H -5.81131 1.29338 -1.53859
H -5.20931 3.81338 -1.87659
H -2.92731 3.91438 -3.43159
H -2.43831 1.42938 -4.11759
N -0.62931 6.57438 4.63441
C 0.13569 5.39338 4.45341
C -0.11331 4.87438 2.94141
C -0.97631 5.83238 2.37041
C -1.28331 6.95038 3.40441
H -0.51031 7.28738 5.48941
H 0.89569 4.90338 5.15441
H 0.24569 3.88538 2.38941
H -1.22031 5.93638 1.36041
H -1.88831 7.96638 3.47441
N 4.07169 -4.98262 -1.82259
C 5.30469 -4.90262 -1.03059
C 5.05169 -4.89262 0.41341
C 3.45669 -4.84162 0.48541
C 2.99469 -4.93162 -0.93659
H 4.06069 -5.03962 -2.79259
H 6.16569 -5.06762 -1.53859
H 5.65769 -4.97162 1.28941
H 2.81569 -4.67362 1.34441
H 2.01269 -5.08762 -1.42959
N -2.58531 1.40438 5.14841
C -3.20431 0.10938 5.29841
C -1.99131 -0.83662 5.31441
C -0.67631 -0.11162 5.13041
C -1.20531 1.33338 5.05441
H -3.21031 2.05238 4.67341
H -4.31331 0.01738 5.46241
H -2.13831 -2.02962 5.42641
H 0.29369 -0.52562 4.73541
H -0.69731 2.41338 5.04241
C 0.63569 4.93238 -3.90259
N 0.58069 3.56138 -3.33459
O 1.17869 3.40938 -2.29359
O 0.43369 2.49538 -4.06559
H -0.42331 5.09638 -4.19359
H 1.31669 4.96138 -4.90559
H 1.00669 5.47838 -3.13959
C 4.78269 -2.12062 2.85341
N 3.43369 -2.47062 3.57241
O 2.44269 -2.39762 2.98141
O 3.39669 -2.53362 4.78041
H 4.43569 -1.24662 2.28141
H 5.20169 -3.10062 2.36041
H 5.79269 -1.89662 3.64041

Output
E_LUMO, eV: -5.526
Charge: +1
Energy above the lowest of the compared OMol25 structures with the same formula, charge and spin, kJ/mol: 164.9
Calculated total energy, Eh: -2023.64178